Entry 1:
Molecular formula: C6H16NO2
Method: DFT, ωB97M-V with the def2-TZVPD basis set

Structure (XYZ):
```
25
C6H16NO2 | the Open Molecules 2025 dataset | ωB97M-V with the def2-TZVPD basis set
C 1.85309 0.82307 0.79208
C 0.58957 0.21299 0.18475
C -0.46185 -0.05268 1.29173
C -1.32375 1.17688 1.56716
C -1.33663 -1.24493 0.92437
N 0.12610 1.09415 -0.85452
C -0.51530 0.44511 -2.02055
O 0.25067 -0.43997 -2.70938
H 2.68879 0.63303 0.11856
H 2.11059 0.28657 1.71558
H 1.74468 1.89267 1.00824
H 0.92286 -0.73429 -0.19175
H 0.09448 -0.26688 2.19922
H -1.98164 1.37477 0.73420
H -1.92916 0.95777 2.44048
H -0.71757 2.04973 1.76189
H -0.71686 -2.12063 0.75079
H -1.93199 -1.00641 0.03941
H -2.10611 -1.51476 1.66111
H 0.90345 1.59105 -1.25192
H -1.44867 -0.02814 -1.66410
H -0.84589 1.30268 -2.65109
H 1.33515 -1.38356 -1.93199
H 0.99439 -2.74424 -2.20958
O 1.70161 -2.30397 -1.70467
```

Summary:
Net charge: -1
HOMO level (eV): -3.2
HOMO-LUMO gap (eV): 7.049
Relative energy (zero: lowest compared OMol25 entry of this formula, charge and spin) (eV): 0.3048

Let us look at the natural (NBO) charges, expressed in e, one per atom: number 1, C, carries -0.60; number 2, C, carries -0.07; number 3, C, carries -0.21; number 4, C, carries -0.60; number 5, C, carries -0.61; number 6, N, carries -0.68; number 7, C, carries 0.13; number 8, O, carries -0.97; number 9, H, carries 0.21; number 10, H, carries 0.19; number 11, H, carries 0.19; number 12, H, carries 0.21; number 13, H, carries 0.18; number 14, H, carries 0.21; number 15, H, carries 0.18; number 16, H, carries 0.20; number 17, H, carries 0.21; number 18, H, carries 0.21; number 19, H, carries 0.18; number 20, H, carries 0.34; number 21, H, carries 0.08; number 22, H, carries 0.09; number 23, H, carries 0.51; number 24, H, carries 0.46; number 25, O, carries -1.03

Entry 2:
Molecular formula: C7H16ClIN2O2PSV
Method: DFT, ωB97M-V with the def2-TZVPD basis set

Structure (XYZ):
```
32
C7H16ClIN2O2PSV | the Open Molecules 2025 dataset | ωB97M-V with the def2-TZVPD basis set
C 2.24145 2.74896 2.22981
C 0.98926 1.93404 2.23468
H 2.09900 3.63569 2.84294
H 2.48706 3.02636 1.19082
H 3.12277 2.24159 2.62846
O -0.13091 2.18334 2.53484
I 2.89789 -0.84351 -1.52088
V 1.18228 -0.28283 0.41710
P -0.21193 0.82498 -1.21639
C -1.97656 0.49795 -0.95629
C 0.07847 2.62852 -1.23781
H 0.99545 0.28324 -3.27548
H -0.42984 1.34235 -3.57385
H -0.66070 -0.41355 -3.27278
C -0.05807 0.46809 -3.01091
H 1.16186 2.80335 -1.31962
H -0.41022 3.04672 -2.13092
H -2.55536 1.29530 -1.43933
H -2.23360 0.44181 0.10677
H -0.30799 3.10078 -0.32353
H -2.22651 -0.46462 -1.42385
C -0.42443 -0.19745 1.49858
O -1.43838 -0.34454 2.08586
Cl 2.01657 -1.48401 2.11591
N 0.16062 -4.21225 0.90477
C -0.60409 -3.25215 0.39436
N -1.95373 -3.33855 0.47685
S 0.03103 -2.14993 -0.74017
H -0.20372 -4.87822 1.58192
H 1.16746 -4.17306 0.79186
H -2.46670 -2.48980 0.25703
H -2.33842 -3.97858 1.14923
```

Summary:
Net charge: +3
2S+1: 2
HOMO level (alpha / beta) (eV): -19.6 / -19.5
HOMO-LUMO gap (alpha / beta) (eV): 5.382 / 5.121
Expectation value of S²: 0.877

Let us look at the natural (NBO) charges, expressed in e, one per atom: number 1, C, carries -0.75; number 2, C, carries 0.82; number 3, H, carries 0.36; number 4, H, carries 0.32; number 5, H, carries 0.34; number 6, O, carries -0.20; number 7, I, carries 0.36; number 8, V, carries 0.23; number 9, P, carries 1.06; number 10, C, carries -0.97; number 11, C, carries -0.96; number 12, H, carries 0.27; number 13, H, carries 0.29; number 14, H, carries 0.28; number 15, C, carries -0.93; number 16, H, carries 0.27; number 17, H, carries 0.30; number 18, H, carries 0.30; number 19, H, carries 0.24; number 20, H, carries 0.25; number 21, H, carries 0.27; number 22, C, carries 0.50; number 23, O, carries -0.38; number 24, Cl, carries -0.09; number 25, N, carries -0.68; number 26, C, carries 0.32; number 27, N, carries -0.69; number 28, S, carries 0.10; number 29, H, carries 0.45; number 30, H, carries 0.45; number 31, H, carries 0.43; number 32, H, carries 0.44

Entry 3:
Molecular formula: CH2OS
Method: DFT, ωB97M-V with the def2-TZVPD basis set

Structure (XYZ):
```
5
CH2OS | the Open Molecules 2025 dataset | ωB97M-V with the def2-TZVPD basis set
C 0.09191 -0.22077 0.18484
O -0.12490 1.12583 0.24440
S -1.06316 0.41855 -0.96675
H 1.31404 -0.48374 -0.47218
H -0.21790 -0.83987 1.00969
```

Summary:
HOMO level (eV): -9.0
HOMO-LUMO gap (eV): 9.272
Relative energy (zero: lowest compared OMol25 entry of this formula, charge and spin) (eV): 2.6947

Let us look at the natural (NBO) charges, expressed in e, one per atom: number 1, C, carries -0.17; number 2, O, carries -0.59; number 3, S, carries 0.38; number 4, H, carries 0.18; number 5, H, carries 0.21

Entry 4:
Molecular formula: C4H8NO2
Method: DFT, ωB97M-V with the def2-TZVPD basis set

Structure (XYZ):
```
15
C4H8NO2 | the Open Molecules 2025 dataset | ωB97M-V with the def2-TZVPD basis set
C 2.04044 -0.46150 0.67496
C 0.84391 0.28348 0.24551
C 0.14522 -0.05236 -1.23043
O -0.22021 -1.17504 -1.45616
N -0.34180 -0.29857 1.16825
C -1.40096 0.60637 0.78821
O -1.25734 1.07552 -0.45603
H 2.21823 -1.43487 0.27646
H 2.02476 -0.38100 1.88233
H 3.02650 0.16153 0.51081
H 0.84497 1.32070 0.48692
H 0.56352 0.71421 -2.02395
H -0.42580 -1.32225 0.91444
H -2.44430 0.06861 0.74420
H -1.36649 1.50313 1.45902
```

Summary:
Net charge: -1
HOMO level (eV): -3.3
HOMO-LUMO gap (eV): 7.612
Structure (SMILES): C[C@@H](C=O)NC[O-]
Relative energy (zero: lowest compared OMol25 entry of this formula, charge and spin) (eV): 3.8965

Let us look at the natural (NBO) charges, expressed in e, one per atom: number 1, C, carries -0.62; number 2, C, carries -0.16; number 3, C, carries 0.47; number 4, O, carries -0.72; number 5, N, carries -0.70; number 6, C, carries 0.11; number 7, O, carries -0.81; number 8, H, carries 0.21; number 9, H, carries 0.21; number 10, H, carries 0.18; number 11, H, carries 0.19; number 12, H, carries 0.07; number 13, H, carries 0.36; number 14, H, carries 0.11; number 15, H, carries 0.10

Entry 5:
Molecular formula: C17H15N3PtSbSe4
Method: DFT, ωB97M-V with the def2-TZVPD basis set

Structure (XYZ):
```
41
C17H15N3PtSbSe4 | the Open Molecules 2025 dataset | ωB97M-V with the def2-TZVPD basis set
Pt -0.54804 0.00108 -0.71399
C 0.11436 -2.87027 -2.59296
C -0.20609 -3.09553 -1.16134
C -0.22602 -4.40662 -0.68348
C -0.43139 -4.68079 0.64931
C -0.56174 -3.61681 1.52052
C -0.53265 -2.32974 1.01552
N -0.42628 -2.05803 -0.32053
C -0.59095 -1.16857 1.91755
C -0.77936 -1.19109 3.28950
C -0.85926 0.01286 3.97532
C -0.78349 1.21272 3.27989
C -0.59355 1.18115 1.90935
N -0.45982 0.00371 1.27945
C -0.53781 2.33764 0.99991
C -0.54241 3.62807 1.49665
C -0.40829 4.68337 0.61457
C -0.22813 4.39630 -0.71898
C -0.23532 3.08069 -1.18472
C 0.05065 2.82722 -2.61920
N -0.45721 2.05703 -0.33326
H 0.46363 -3.80132 -3.03661
H 0.89137 -2.11340 -2.69730
H -0.75489 -2.46991 -3.11532
H -0.05131 -5.19972 -1.39638
H -0.44740 -5.69945 1.01437
H -0.66011 -3.77882 2.58283
H -0.86972 -2.12586 3.82233
H -1.00216 0.01652 5.04718
H -0.88118 2.15106 3.80502
H -0.62124 3.79987 2.55899
H -0.40516 5.70509 0.97140
H -0.05508 5.18092 -1.44175
H 0.38831 3.74980 -3.08947
H -0.82880 2.41653 -3.11619
H 0.82027 2.06094 -2.71708
Se 4.47347 -1.88056 -3.33084
Sb 3.11148 0.03546 -2.89885
Se -1.53384 -0.01202 -2.90658
Se 2.80998 0.22944 -0.32993
Se 4.39520 1.73102 -1.34486
```

Summary:
Net charge: -1
HOMO level (alpha / beta) (eV): -3.1 / -3.2
HOMO-LUMO gap (alpha / beta) (eV): 4.529 / 4.607
Relative energy (zero: lowest compared OMol25 entry of this formula, charge and spin) (eV): 0.2869

Let us look at the natural (NBO) charges, expressed in e, one per atom: number 1, Pt, carries 0.77; number 2, C, carries -0.68; number 3, C, carries 0.31; number 4, C, carries -0.24; number 5, C, carries -0.16; number 6, C, carries -0.24; number 7, C, carries 0.15; number 8, N, carries -0.44; number 9, C, carries 0.24; number 10, C, carries -0.22; number 11, C, carries -0.20; number 12, C, carries -0.20; number 13, C, carries 0.16; number 14, N, carries -0.47; number 15, C, carries 0.17; number 16, C, carries -0.24; number 17, C, carries -0.16; number 18, C, carries -0.24; number 19, C, carries 0.31; number 20, C, carries -0.69; number 21, N, carries -0.42; number 22, H, carries 0.21; number 23, H, carries 0.26; number 24, H, carries 0.29; number 25, H, carries 0.22; number 26, H, carries 0.22; number 27, H, carries 0.21; number 28, H, carries 0.22; number 29, H, carries 0.22; number 30, H, carries 0.22; number 31, H, carries 0.21; number 32, H, carries 0.21; number 33, H, carries 0.22; number 34, H, carries 0.20; number 35, H, carries 0.30; number 36, H, carries 0.26; number 37, Se, carries -0.83; number 38, Sb, carries 0.72; number 39, Se, carries -0.99; number 40, Se, carries -0.46; number 41, Se, carries -0.43

Entry 6:
Molecular formula: C24H48Br4O10S5
Method: DFT, ωB97M-V with the def2-TZVPD basis set

Structure (XYZ):
```
91
C24H48Br4O10S5 | the Open Molecules 2025 dataset | ωB97M-V with the def2-TZVPD basis set
C -15.89382 16.41266 -3.55346
C -15.60453 15.28870 -4.50705
C -14.90898 15.93709 -5.79507
S -15.76445 17.62558 -5.96956
O -16.80048 17.48845 -6.98874
O -14.82329 18.75611 -5.90262
C -16.63444 17.43569 -4.37083
H -14.99571 16.92574 -3.20959
H -16.47731 16.16952 -2.66547
H -16.60638 14.90458 -4.69897
H -15.13337 14.40065 -4.08577
H -15.03269 15.21578 -6.60285
H -13.84423 15.99767 -5.56984
H -17.55885 16.97734 -4.72223
H -16.69558 18.41837 -3.90318
C -9.97841 22.29714 0.12166
C -10.71520 22.80970 1.30831
C -11.81714 23.78683 0.79173
S -12.14250 23.38300 -0.91385
O -11.54260 24.39775 -1.78778
O -13.53503 22.95284 -0.97927
C -11.01475 21.92975 -0.97255
H -9.42127 21.43873 0.49692
H -9.25914 23.07684 -0.12900
H -9.96090 23.28708 1.93381
H -11.08892 21.95849 1.87742
H -11.36492 24.77804 0.82479
H -12.74291 23.83490 1.36509
H -10.60706 21.75587 -1.96837
H -11.64963 21.07586 -0.73616
C -13.12955 27.15152 -1.77889
C -11.73076 27.46564 -2.25630
C -11.75915 28.55701 -3.30182
S -13.44377 28.42873 -4.17981
O -13.16785 28.08736 -5.54560
O -14.28572 29.59126 -3.89637
C -13.95660 26.98521 -3.07369
H -13.59944 27.84162 -1.07813
H -12.97331 26.24278 -1.19762
H -11.14029 26.62210 -2.61389
H -11.16748 27.91240 -1.43701
H -10.86465 28.64839 -3.91795
H -11.88183 29.49820 -2.76590
H -13.54891 26.12367 -3.60249
H -14.99945 26.67552 -3.00536
C -16.52207 26.96383 -6.43794
C -17.53082 27.23171 -7.47015
C -17.76795 26.05245 -8.45182
S -16.16505 25.08535 -8.31685
O -15.36950 25.40229 -9.51247
O -16.34439 23.74512 -7.76990
C -15.39691 26.11900 -6.99881
H -17.03172 26.44882 -5.62361
H -16.16006 27.78036 -5.81318
H -17.16451 28.06846 -8.06494
H -18.51421 27.58531 -7.16030
H -18.11443 26.29951 -9.45532
H -18.50715 25.34717 -8.07200
H -14.65897 26.71144 -7.53970
H -15.04988 25.45268 -6.20908
C -11.18564 23.55650 -4.86171
C -11.29233 24.98428 -5.44435
C -9.91283 25.23007 -6.20609
S -9.52962 23.53042 -6.87636
O -8.24449 23.08171 -6.43914
O -9.71603 23.37942 -8.29106
C -10.82189 22.60064 -6.04080
H -12.08738 23.23782 -4.33884
H -10.52348 23.36873 -4.01649
H -11.51331 25.65089 -4.61075
H -12.13991 25.02788 -6.12832
H -9.02842 25.40959 -5.59478
H -9.88083 25.92900 -7.04189
H -10.65615 21.53138 -5.90916
H -11.71411 22.66383 -6.66373
Br -20.33939 19.81246 -1.08633
C -19.80981 20.04136 0.80960
C -21.03189 20.56080 1.65962
Br -21.43730 22.41040 1.11274
H -18.95880 20.72242 0.81555
H -19.46724 19.11992 1.28044
H -20.87908 20.56151 2.73885
H -21.88483 19.92959 1.41029
Br -14.81051 23.17886 -4.58351
C -16.47036 23.14095 -3.49703
C -16.39646 21.85374 -2.63638
Br -17.93542 21.92145 -1.38707
H -17.36985 23.09579 -4.11102
H -16.53429 24.11047 -3.00302
H -15.50268 21.77115 -2.01797
H -16.41069 20.96294 -3.26437
```

Summary:
Net charge: +1
2S+1: 2
HOMO level (alpha / beta) (eV): -11.4 / -11.4
HOMO-LUMO gap (alpha / beta) (eV): 8.061 / 2.389
Expectation value of S²: 0.755
Relative energy (zero: lowest compared OMol25 entry of this formula, charge and spin) (eV): 0.0000

Let us look at the Löwdin charges, expressed in e, one per atom: number 1, C, carries -0.26; number 2, C, carries -0.21; number 3, C, carries -0.15; number 4, S, carries 0.73; number 5, O, carries -0.34; number 6, O, carries -0.35; number 7, C, carries -0.25; number 8, H, carries 0.12; number 9, H, carries 0.12; number 10, H, carries 0.11; number 11, H, carries 0.12; number 12, H, carries 0.10; number 13, H, carries 0.09; number 14, H, carries 0.10; number 15, H, carries 0.09; number 16, C, carries -0.23; number 17, C, carries -0.22; number 18, C, carries -0.21; number 19, S, carries 0.71; number 20, O, carries -0.33; number 21, O, carries -0.36; number 22, C, carries -0.17; number 23, H, carries 0.12; number 24, H, carries 0.13; number 25, H, carries 0.12; number 26, H, carries 0.12; number 27, H, carries 0.11; number 28, H, carries 0.10; number 29, H, carries 0.10; number 30, H, carries 0.10; number 31, C, carries -0.21; number 32, C, carries -0.26; number 33, C, carries -0.19; number 34, S, carries 0.71; number 35, O, carries -0.34; number 36, O, carries -0.34; number 37, C, carries -0.19; number 38, H, carries 0.12; number 39, H, carries 0.08; number 40, H, carries 0.09; number 41, H, carries 0.12; number 42, H, carries 0.11; number 43, H, carries 0.09; number 44, H, carries 0.06; number 45, H, carries 0.09; number 46, C, carries -0.26; number 47, C, carries -0.24; number 48, C, carries -0.17; number 49, S, carries 0.73; number 50, O, carries -0.35; number 51, O, carries -0.37; number 52, C, carries -0.22; number 53, H, carries 0.11; number 54, H, carries 0.11; number 55, H, carries 0.12; number 56, H, carries 0.12; number 57, H, carries 0.10; number 58, H, carries 0.09; number 59, H, carries 0.10; number 60, H, carries 0.03; number 61, C, carries -0.27; number 62, C, carries -0.17; number 63, C, carries -0.15; number 64, S, carries 0.65; number 65, O, carries -0.32; number 66, O, carries -0.32; number 67, C, carries -0.21; number 68, H, carries 0.02; number 69, H, carries 0.09; number 70, H, carries 0.08; number 71, H, carries 0.11; number 72, H, carries 0.09; number 73, H, carries 0.10; number 74, H, carries 0.11; number 75, H, carries 0.10; number 76, Br, carries 0.80; number 77, C, carries -0.61; number 78, C, carries -0.62; number 79, Br, carries 0.62; number 80, H, carries -0.01; number 81, H, carries 0.08; number 82, H, carries 0.07; number 83, H, carries 0.05; number 84, Br, carries 0.80; number 85, C, carries -0.61; number 86, C, carries -0.55; number 87, Br, carries 0.90; number 88, H, carries 0.07; number 89, H, carries 0.05; number 90, H, carries 0.04; number 91, H, carries 0.07

Number 1: total energy -443.45428 Eh. Number 2: total energy -2976.58720 Eh. Number 3: total energy -512.61543 Eh. Number 4: total energy -362.38103 Eh. Number 5: total energy -10786.51478 Eh. Number 6: total energy -13982.14272 Eh.